(1)
Computed, not measured: C19H29Cl3CrN5OSSi2 as an isolated structure at a distorted geometry, with the ωB97M-V functional and the def2-TZVPD basis.

Cartesian coordinates (Å):
Cr 9.833 10.897 9.304
N 10.477 11.304 11.238
N 11.875 11.481 11.452
C 12.719 11.735 10.419
N 14.006 11.906 10.759
S 12.178 11.718 8.831
H 9.948 12.147 11.552
H 10.196 10.414 11.598
H 12.214 11.666 12.385
H 14.408 11.434 11.534
H 14.640 11.949 10.017
Cl 11.851 17.258 6.686
C 11.055 15.950 7.368
C 10.840 14.805 6.665
C 10.113 13.766 7.237
Cl 10.154 12.227 6.447
C 9.653 13.724 8.569
O 9.084 12.701 9.147
C 9.904 14.922 9.232
Cl 9.485 15.002 10.959
C 10.600 15.980 8.723
H 11.233 14.784 5.658
H 10.906 16.804 9.350
C 5.140 9.686 9.838
Si 6.518 10.928 9.825
C 6.377 11.884 8.182
C 6.166 12.241 11.182
N 8.146 10.233 10.017
C 8.417 9.051 10.747
C 7.601 8.534 11.762
C 8.068 7.409 12.461
C 9.276 6.780 12.160
C 10.022 7.267 11.142
C 9.562 8.362 10.371
N 10.280 9.034 9.283
Si 11.532 8.144 8.430
C 11.825 8.801 6.704
C 11.172 6.252 8.093
C 13.232 8.233 9.223
H 4.199 10.228 9.628
H 5.029 9.210 10.760
H 5.192 8.880 9.060
H 5.474 12.498 8.251
H 6.291 11.203 7.376
H 7.152 12.612 8.009
H 5.302 12.083 11.787
H 6.047 13.226 10.726
H 6.957 12.379 11.890
H 6.664 8.982 12.033
H 7.475 6.989 13.310
H 9.730 6.011 12.757
H 10.965 6.932 10.821
H 12.642 8.208 6.329
H 12.026 9.827 6.447
H 10.941 8.587 6.057
H 10.156 6.156 8.481
H 11.884 5.615 8.584
H 11.086 6.169 7.021
H 13.714 9.242 9.047
H 13.917 7.439 9.017
H 13.088 8.223 10.327

HOMO-LUMO gap (alpha / beta) (eV): 6.9 / 7.2
2S+1: 4


(2)
Computed, not measured: C19H29FeN4OPSSi as an isolated structure, with the ωB97M-V functional and the def2-TZVPD basis.

Cartesian coordinates (Å):
Fe -0.373 -0.994 -0.726
N -4.488 -1.655 0.382
C -3.281 -1.106 -0.002
S -2.287 -2.118 -1.090
N -2.947 0.052 0.432
N -1.654 0.372 0.046
C -1.358 1.640 -0.219
C -2.263 2.773 0.095
C -2.803 2.927 1.370
C -3.661 3.978 1.652
C -4.000 4.890 0.660
C -3.473 4.743 -0.615
C -2.612 3.690 -0.893
C -0.124 1.837 -0.906
C 0.505 3.101 -1.055
C 1.688 3.208 -1.726
C 2.295 2.050 -2.272
C 1.661 0.852 -2.083
N 0.494 0.716 -1.432
H -4.865 -2.358 -0.231
H -5.158 -0.982 0.718
H -2.553 2.206 2.137
H -4.070 4.084 2.649
H -4.675 5.707 0.879
H -3.737 5.443 -1.397
H -2.211 3.569 -1.893
H 0.035 3.972 -0.619
H 2.163 4.176 -1.834
H 3.226 2.093 -2.819
H 2.094 -0.067 -2.464
C 1.894 0.149 3.275
P 2.215 -0.692 1.730
C 2.886 -2.296 2.159
C 3.539 0.224 0.948
O 0.982 -0.758 0.886
H 2.780 0.144 3.911
H 1.075 -0.358 3.786
H 1.595 1.178 3.071
H 3.747 -2.189 2.821
H 3.188 -2.817 1.250
H 2.114 -2.884 2.655
H 4.375 0.364 1.635
H 3.154 1.195 0.632
H 3.886 -0.313 0.066
C 2.353 -3.002 -1.534
Si 0.501 -3.151 -1.182
C -0.144 -4.288 -2.519
C 0.272 -4.043 0.470
H 2.838 -3.960 -1.317
H 2.842 -2.228 -0.942
H 2.526 -2.771 -2.589
H 0.370 -5.250 -2.435
H 0.043 -3.890 -3.519
H -1.216 -4.465 -2.419
H 1.143 -4.646 0.744
H -0.593 -4.705 0.390
H 0.070 -3.344 1.284

HOMO-LUMO gap (alpha / beta) (eV): 5.2 / 7.5
2S+1: 5


(3)
Computed, not measured: a 2-piece molecular cluster, C19H29N2S2 overall at a distorted geometry, with the ωB97M-V functional and the def2-TZVPD basis.

Cartesian coordinates (Å):
C 0.880 2.320 -2.905
C 0.830 0.951 -3.204
C -0.091 0.124 -2.565
C -0.985 0.669 -1.617
C -1.738 -0.208 -0.737
S -3.013 0.452 0.185
C -4.372 -0.746 -0.118
C -4.294 -1.470 -1.450
C -3.169 -2.482 -1.460
S -1.554 -1.899 -0.836
C -1.022 2.074 -1.422
C -0.039 2.874 -2.002
H 1.624 2.958 -3.390
H 1.516 0.521 -3.938
H -0.134 -0.948 -2.779
H -4.386 -1.438 0.734
H -5.251 -0.090 -0.068
H -5.234 -2.014 -1.596
H -4.187 -0.759 -2.275
H -3.392 -3.326 -0.795
H -2.930 -2.856 -2.461
H -1.803 2.514 -0.791
H -0.001 3.940 -1.763
C 3.768 -0.244 -0.937
C 4.758 -0.127 0.241
C 3.925 0.310 1.456
N 2.548 0.144 1.068
C 1.598 0.824 1.891
C 0.142 0.519 1.540
C -0.830 0.785 2.702
C -1.608 -0.529 2.922
C -0.827 -1.604 2.174
N -0.077 -0.864 1.158
C 2.389 0.159 -0.371
H 4.037 0.401 -1.782
H 3.712 -1.278 -1.293
H 5.224 -1.093 0.451
H 5.542 0.607 0.035
H 4.122 -0.295 2.351
H 4.151 1.360 1.723
H 1.787 0.504 2.933
H 1.731 1.931 1.861
H -0.111 1.129 0.664
H -0.256 1.021 3.609
H -1.487 1.632 2.479
H -1.694 -0.772 3.985
H -2.617 -0.442 2.497
H -0.148 -2.139 2.866
H -1.452 -2.345 1.668
H 0.751 -1.341 0.814
H 2.057 1.139 -0.770
H 1.610 -0.555 -0.683

HOMO-LUMO gap (eV): 5.6
Net charge: +1


(4)
Computed, not measured: C19H29N3O4 as an isolated structure at a distorted geometry, with the ωB97M-V functional and the def2-TZVPD basis.

Cartesian coordinates (Å):
C -5.856 -3.325 -1.890
C -4.440 -2.984 -2.043
C -4.298 -2.004 -3.091
C -2.698 -1.517 -3.214
O -1.784 -2.013 -4.149
N -2.273 -0.528 -2.210
C -1.029 0.178 -1.958
C 0.069 -0.340 -2.646
C 1.289 0.290 -2.306
C 1.326 1.164 -1.286
C 0.106 1.418 -0.265
C -0.963 0.740 -0.625
O -2.055 0.896 -0.207
C -2.260 1.888 1.079
H -1.844 2.776 0.711
H -3.178 2.026 1.414
H -1.451 1.610 1.660
H 0.287 2.195 0.341
N 2.433 1.670 -0.915
C 3.084 2.186 0.314
O 4.218 2.677 0.354
N 2.461 1.750 1.493
H 1.762 0.856 1.303
C 2.999 1.885 2.751
C 3.830 0.211 3.267
C 2.848 -0.782 3.299
C 1.946 -0.385 4.211
C 0.921 0.732 4.030
C 1.972 2.146 3.707
H 1.321 2.920 3.290
H 2.345 2.219 4.735
H 0.365 0.941 4.686
H 0.445 0.558 3.008
H 1.288 -1.261 4.424
H 2.386 -0.161 5.287
H 3.348 -1.606 3.802
H 2.484 -1.196 2.394
H 4.462 0.476 2.331
H 4.350 0.697 4.078
H 3.709 2.669 2.795
H 3.075 2.053 -1.867
O 2.345 0.479 -2.974
C 2.408 -0.469 -4.256
H 2.167 -1.516 -4.159
H 1.678 -0.156 -4.872
H 3.257 -0.552 -4.841
H -0.097 -0.842 -3.687
H -3.084 -0.319 -1.710
H -4.449 -2.483 -3.957
H -4.743 -0.956 -2.775
H -3.721 -3.850 -2.106
H -4.054 -2.551 -0.967
H -6.038 -4.279 -1.105
H -6.139 -3.767 -2.900
H -6.532 -2.464 -1.785

ΔE to the lowest compared entry with this formula, charge and spin (kcal per mole): 399.2
HOMO-LUMO gap (eV): 7.1


(5)
Computed, not measured: a 2-piece molecular cluster, C19H29N3O6 overall at a distorted geometry, with the ωB97M-V functional and the def2-TZVPD basis.

Cartesian coordinates (Å):
C 1.090 -1.254 4.267
C 2.224 -1.827 3.439
C 3.404 -0.881 3.454
C 2.642 -3.209 3.923
O 1.747 -2.076 2.045
C 1.403 -1.011 1.287
N 0.924 -1.558 0.045
N 0.781 -0.718 -0.886
C 0.086 -1.249 -2.048
O -0.707 -2.167 -2.075
O 0.430 -0.437 -3.075
C 0.070 -0.869 -4.447
C -1.430 -0.997 -4.596
C 0.711 -2.203 -4.781
C 0.625 0.244 -5.327
O 1.460 0.160 1.619
H 0.244 -1.950 4.288
H 1.420 -1.086 5.300
H 0.769 -0.294 3.846
H 4.228 -1.280 2.849
H 3.097 0.096 3.068
H 3.770 -0.747 4.481
H 3.448 -3.607 3.293
H 3.013 -3.178 4.954
H 1.798 -3.908 3.891
H -1.925 -0.043 -4.377
H -1.684 -1.285 -5.625
H -1.792 -1.771 -3.911
H 1.800 -2.154 -4.658
H 0.296 -2.984 -4.133
H 0.497 -2.473 -5.824
H 1.708 0.341 -5.183
H 0.442 0.043 -6.390
H 0.151 1.202 -5.079
C 2.347 4.196 0.961
C 1.347 3.216 1.520
O 0.269 3.118 0.555
C -0.815 2.452 1.052
C -1.770 2.203 0.025
N -2.904 1.465 0.232
C -3.260 0.978 1.476
C -4.352 0.150 1.614
C -5.148 -0.161 0.511
C -4.821 0.406 -0.728
C -3.722 1.218 -0.860
O -0.895 2.157 2.253
H 3.273 4.116 1.528
H 2.555 4.016 -0.099
H 1.973 5.218 1.085
H 1.781 2.213 1.629
H 0.961 3.560 2.488
H -1.577 2.544 -0.986
H -2.607 1.238 2.299
H -4.553 -0.241 2.607
H -6.007 -0.822 0.614
H -5.420 0.212 -1.618
H -3.394 1.676 -1.790

ΔE to the lowest compared entry with this formula, charge and spin (kcal per mole): 125.0
HOMO-LUMO gap (eV): 5.7


(6)
Computed, not measured: one molecule with the formula C19H29N3O6, with the ωB97M-V functional and the def2-TZVPD basis.

Cartesian coordinates (Å):
C -3.304 -0.750 -2.174
O -3.104 -1.900 -1.378
C -4.265 -2.641 -1.104
C -5.219 -1.955 -0.105
N -4.517 -1.599 1.103
C -3.978 -0.377 1.231
O -4.267 0.603 0.583
N -2.998 -0.253 2.250
C -2.333 -1.247 2.889
O -2.678 -2.409 2.915
C -1.039 -0.769 3.558
O -0.108 -0.383 2.549
C -0.165 0.878 2.102
O -0.917 1.701 2.566
C 0.733 1.116 0.910
C 1.215 2.569 0.896
C 2.019 2.821 -0.377
C 1.138 2.574 -1.599
C 0.652 1.127 -1.587
C 1.850 0.182 -1.631
C 2.739 0.428 -0.406
N 3.878 -0.486 -0.416
C 4.818 -0.548 -1.386
C 5.868 -1.613 -1.129
O 4.830 0.171 -2.362
C 3.223 1.882 -0.415
C 1.930 0.166 0.867
C -0.162 0.865 -0.320
H -2.313 -0.422 -2.482
H -3.790 0.054 -1.613
H -3.900 -0.989 -3.062
H -4.816 -2.859 -2.031
H -3.904 -3.579 -0.674
H -6.037 -2.637 0.136
H -5.625 -1.036 -0.532
H -4.092 -2.347 1.644
H -2.642 0.697 2.339
H -1.239 0.076 4.226
H -0.583 -1.598 4.100
H 0.352 3.235 0.944
H 1.833 2.759 1.777
H 2.371 3.858 -0.381
H 1.709 2.763 -2.510
H 0.284 3.254 -1.587
H 0.016 0.946 -2.460
H 2.437 0.354 -2.533
H 1.513 -0.858 -1.635
H 3.942 -1.137 0.350
H 5.403 -2.595 -1.087
H 6.374 -1.422 -0.184
H 6.596 -1.597 -1.934
H 3.810 2.052 -1.318
H 3.869 2.056 0.449
H 2.560 0.326 1.746
H 1.582 -0.869 0.877
H -1.029 1.528 -0.285
H -0.524 -0.166 -0.312

ΔE to the lowest compared entry with this formula, charge and spin (kcal per mole): 0.3
HOMO-LUMO gap (eV): 10.1
SMILES string: COCCNC(=O)NC(=O)COC(=O)[C@@]12C[C@@H]3C[C@@H](C[C@@](NC(C)=O)(C3)C1)C2


(7)
Computed, not measured: one molecule with the formula C19H29N3S2, with the ωB97M-V functional and the def2-TZVPD basis.

Cartesian coordinates (Å):
C -1.044 -3.088 -7.351
S -1.871 -2.739 -5.774
C -0.661 -1.844 -4.845
C 0.637 -1.609 -5.276
C 1.503 -0.911 -4.452
C 1.104 -0.441 -3.216
C -0.205 -0.657 -2.792
N -0.677 -0.252 -1.544
C -0.310 0.835 -0.799
S 0.623 2.057 -1.409
N -0.844 0.892 0.451
C -0.602 2.051 1.285
C 0.599 1.824 2.201
C 0.330 0.604 3.097
N 1.377 0.241 4.037
C 2.734 0.438 3.580
C 1.168 0.580 5.430
C -0.051 -0.159 6.038
C -0.967 0.924 6.612
C -0.007 2.058 6.958
C 0.943 2.074 5.766
C 0.024 -0.596 2.184
C -1.144 -0.283 1.245
C -1.075 -1.371 -3.607
H -0.191 -3.741 -7.188
H -1.783 -3.595 -7.963
H -0.746 -2.157 -7.825
H 0.984 -1.962 -6.233
H 2.517 -0.737 -4.781
H 1.798 0.092 -2.590
H -1.553 -0.687 -1.286
H -0.428 2.912 0.637
H -1.506 2.227 1.878
H 1.476 1.656 1.576
H 0.775 2.720 2.796
H -0.573 0.812 3.680
H 3.051 1.490 3.572
H 2.839 0.035 2.575
H 3.407 -0.116 4.235
H 2.070 0.241 5.949
H 0.285 -0.821 6.835
H -0.549 -0.774 5.291
H -1.679 1.266 5.857
H -1.532 0.574 7.474
H 0.541 1.815 7.870
H -0.514 3.012 7.103
H 0.460 2.576 4.928
H 1.879 2.589 5.979
H 0.906 -0.835 1.587
H -0.215 -1.468 2.793
H -1.341 -1.149 0.613
H -2.046 -0.072 1.831
H -2.090 -1.563 -3.287

ΔE to the lowest compared entry with this formula, charge and spin (kcal per mole): 0.0
HOMO-LUMO gap (eV): 8.4
SMILES string: CSc1cccc(NC(=S)N2CCC(N(C)C3CCCC3)CC2)c1


(8)
Computed, not measured: C19H29N4OPSeTb as an isolated structure at a distorted geometry, with the ωB97M-V functional and the def2-TZVPD basis.

Cartesian coordinates (Å):
C -0.949 -3.775 1.339
C -2.393 -3.477 0.929
N -2.567 -2.367 0.197
C -3.755 -1.974 -0.365
C -4.845 -2.831 -0.148
C -4.697 -3.981 0.614
C -3.458 -4.327 1.172
C -3.761 -0.757 -1.127
P -2.352 0.258 -1.337
H -3.301 -5.226 1.761
H -5.805 -2.571 -0.585
H -5.560 -4.626 0.778
C -0.609 -2.014 3.007
C 1.261 -2.762 1.624
H -4.697 -0.452 -1.598
H -0.422 -4.243 0.494
H -0.912 -4.461 2.194
C -2.598 1.926 -0.750
C -1.861 0.383 -3.044
H -1.670 2.509 -0.848
H -3.380 2.351 -1.383
H -2.911 1.926 0.301
H -0.958 1.002 -3.152
H -1.676 -0.603 -3.489
H -2.697 0.856 -3.565
H 1.540 -3.550 2.335
H 1.536 -3.062 0.601
H 1.785 -1.827 1.873
H -0.321 -2.748 3.776
H -0.115 -1.052 3.195
H -1.695 -1.868 3.016
Tb -0.653 -1.093 0.102
H -1.527 -0.028 1.338
O -0.171 -2.631 -1.503
H 0.130 -2.052 -2.233
H -1.086 -2.889 -1.742
N -0.189 -2.545 1.702
C 3.320 1.668 -2.260
N 3.022 2.297 -0.948
C 2.283 1.764 0.078
Se 1.719 0.073 0.159
N 2.345 2.647 1.132
C 3.150 3.705 0.780
C 3.575 4.787 1.538
C 4.458 5.654 0.898
C 4.890 5.444 -0.415
C 4.460 4.349 -1.168
C 3.572 3.492 -0.520
H 2.796 0.714 -2.355
H 4.400 1.495 -2.361
H 2.987 2.337 -3.066
H 1.937 2.484 2.070
H 3.230 4.892 2.543
H 4.825 6.509 1.459
H 5.591 6.134 -0.877
H 4.780 4.138 -2.168

ΔE to the lowest compared entry with this formula, charge and spin (kcal per mole): 49.7
HOMO-LUMO gap (alpha / beta) (eV): 4.2 / 8.0
2S+1: 8
Net charge: +2


Number 1: molar mass 590.07 g mol⁻¹. Number 2: molar mass 476.44 g mol⁻¹. Number 3: molar mass 349.59 g mol⁻¹. Number 4: molar mass 363.46 g mol⁻¹. Number 5: molar mass 395.46 g mol⁻¹. Number 6: molar mass 395.46 g mol⁻¹. Number 7: molar mass 363.60 g mol⁻¹. Number 8: molar mass 598.33 g mol⁻¹.